Below is a single C9H9N3O molecule in a non-equilibrium geometry, with properties calculated with ωB97M-V/def2-TZVPD.

Structure (XYZ):
```
22
Properties=species:S:1:pos:R:3:forces:R:3:nbo_charge:R:1
C 1.812 2.556 -2.484 0.009 -1.266 -1.140 -0.44
N 0.817 1.519 -2.154 -1.080 -0.491 -4.073 -0.57
C 0.771 1.001 -0.962 -0.501 1.202 1.098 0.32
C 1.508 1.643 -0.012 1.996 0.827 3.027 -0.10
N 1.724 1.056 1.175 -1.753 -0.080 -0.014 -0.35
C 0.862 0.059 1.441 1.718 -1.858 3.333 -0.07
C -0.079 -0.368 0.529 -2.333 -3.245 2.579 0.20
C -1.176 -1.459 0.937 1.260 0.787 0.167 -0.15
C -1.530 -1.915 2.290 -1.183 -2.499 1.743 -0.33
C -2.554 -2.825 2.082 -0.866 -1.563 -0.819 0.08
O -2.870 -3.050 0.688 2.194 2.666 2.209 -0.43
C -1.998 -2.154 0.079 -0.918 1.283 -0.885 0.11
N -0.087 0.057 -0.676 -0.818 -0.484 -2.035 -0.45
H 1.897 2.281 -3.620 0.388 1.978 1.933 0.23
H 2.779 2.325 -1.937 -0.892 0.031 -1.009 0.21
H 1.530 3.605 -2.076 0.108 -1.579 -1.474 0.21
H 0.307 0.886 -2.866 1.392 2.018 1.175 0.41
H 1.939 2.661 -0.126 -0.115 -1.177 -0.065 0.20
H 1.002 -0.593 2.473 -0.362 2.065 -2.713 0.20
H -1.163 -1.957 3.447 -0.442 0.980 -3.358 0.26
H -3.186 -3.546 2.710 1.417 1.475 -0.723 0.22
H -2.307 -1.786 -0.940 0.780 -1.071 1.045 0.22
```
Forces are in eV/Å.

Summary:
- E: -587.735957 Ha
- Relative energy (zero: lowest compared OMol25 entry of this formula, charge and spin): 331.9 kJ/mol
- Structure (SMILES): CNc1cncc(-c2ccoc2)n1
- Net charge: 0